A structure of composition C40H61CuN3O3. Source: OMol25; level of theory: ωB97M-V/def2-TZVPD.

2S+1	2
HOMO (spin up / spin down)	-7.19 / -7.16	eV
HOMO-LUMO gap (spin up / spin down)	0.2854 / 0.2795	hartree
lowest unoccupied orbital energy (spin up / spin down)	0.574 / 0.443	eV
F_max	0.0185	Eh/bohr

XYZ file:
```
108
Properties=species:S:1:pos:R:3:forces:R:3:lowdin_spin:R:1
Cu -1.153261 0.180726 1.043956 0.273 -0.511 0.163 0.723
C -1.895024 0.270763 4.257208 -0.023 -0.030 0.100 0.000
N -1.842625 -0.702617 3.175691 -0.175 0.100 0.007 0.010
C -3.151993 -1.336609 3.010739 -0.052 0.063 0.094 0.000
C -0.799932 -1.700190 3.360457 0.051 -0.051 -0.210 0.001
C 0.619294 -1.176393 3.090660 -0.159 0.092 0.017 0.003
N 0.706452 -0.235574 1.955498 -0.027 0.150 -0.219 0.053
C 1.559140 -0.749741 0.868671 -0.222 -0.124 0.020 0.000
C 1.104521 -2.060544 0.269336 -0.039 0.063 -0.026 0.001
C 2.117180 -2.937443 -0.123706 0.042 0.048 0.036 0.000
C 1.854173 -4.138252 -0.749194 0.000 -0.033 -0.026 -0.001
C 0.507968 -4.438514 -0.973097 0.002 -0.001 0.001 0.001
C -0.544445 -3.617393 -0.600301 -0.042 0.008 0.063 0.004
C -0.253357 -2.376248 0.049749 -0.205 0.054 0.145 0.007
O -1.250153 -1.594501 0.462098 0.307 -0.665 -0.606 0.077
C -1.991333 -4.055278 -0.885257 0.022 0.062 0.008 0.000
C -2.690968 -3.012135 -1.773478 0.024 -0.022 0.058 0.000
C -2.775114 -4.228651 0.427502 0.061 -0.009 -0.091 0.000
C -2.048674 -5.393605 -1.626324 -0.016 -0.026 -0.012 0.000
C 2.941960 -5.112140 -1.201856 -0.015 -0.003 -0.043 0.000
C 4.338648 -4.646833 -0.785554 -0.014 0.025 0.008 0.000
C 2.696419 -6.495933 -0.582767 -0.016 -0.007 0.020 0.000
C 2.913595 -5.234317 -2.734338 0.000 0.002 0.003 0.000
C 1.179424 1.099490 2.383311 0.171 0.000 -0.078 0.001
C 1.034661 2.193127 1.358564 -0.004 -0.052 0.049 0.004
C 2.168547 2.751358 0.774522 0.091 -0.100 0.030 -0.001
C 2.082567 3.854352 -0.053665 0.019 0.037 -0.022 0.002
C 0.820670 4.441496 -0.175674 -0.003 -0.031 -0.077 0.000
C -0.339815 3.945741 0.407798 -0.145 -0.074 0.085 0.004
C -0.251388 2.706168 1.106400 -0.190 0.038 0.045 0.003
O -1.308773 2.016958 1.563984 0.201 0.681 0.017 0.059
C -1.620512 4.803519 0.388818 0.015 -0.089 -0.037 0.000
C -1.380270 6.131495 -0.332922 -0.001 0.094 -0.038 0.000
C -2.008267 5.126681 1.842542 0.013 -0.029 -0.035 0.001
C -2.805755 4.119198 -0.318588 0.162 -0.053 -0.021 0.000
C 3.287787 4.469204 -0.765833 -0.019 0.065 -0.015 0.000
C 3.475757 5.928743 -0.316876 -0.019 -0.035 -0.011 0.000
C 3.055492 4.436574 -2.284295 -0.019 -0.003 0.018 0.000
C 4.580352 3.710072 -0.462809 0.006 0.007 0.006 0.000
H -2.273061 -0.184500 5.185751 0.012 0.006 -0.002 0.000
H -2.550562 1.096225 3.977016 0.051 -0.011 0.014 0.000
H -0.905122 0.677777 4.463005 -0.056 -0.001 -0.057 0.000
H -3.452781 -1.894750 3.911726 0.079 0.005 -0.008 0.000
H -3.130783 -2.016906 2.159250 0.030 0.239 0.189 0.000
H -3.902608 -0.568987 2.812277 0.093 -0.102 0.056 0.000
H -1.007607 -2.490900 2.640949 0.032 -0.039 0.061 0.000
H -0.816387 -2.145041 4.366345 -0.063 0.024 0.054 0.000
H 1.222570 -2.058755 2.881096 0.183 0.011 -0.007 0.001
H 1.050488 -0.690239 3.969029 -0.093 -0.004 0.054 0.001
H 2.586307 -0.876654 1.235777 0.040 0.032 0.044 0.002
H 1.596988 0.028915 0.104417 -0.008 0.056 -0.026 0.000
H 3.142503 -2.642677 0.081107 -0.086 -0.017 -0.004 0.000
H 0.277134 -5.376758 -1.461672 0.048 0.081 0.026 0.000
H -2.756995 -2.064129 -1.246939 0.024 0.037 -0.023 0.000
H -3.702004 -3.349468 -2.030993 0.081 0.016 0.023 0.000
H -2.130044 -2.859337 -2.701122 -0.046 -0.014 0.052 0.000
H -2.818150 -3.291123 0.975116 0.048 -0.124 -0.118 0.000
H -2.300697 -4.985753 1.060152 -0.035 0.053 -0.040 0.000
H -3.798317 -4.555350 0.210931 0.067 0.017 0.025 0.000
H -1.533582 -5.344076 -2.589866 -0.041 -0.035 0.046 0.000
H -3.094603 -5.644630 -1.818336 0.030 -0.005 0.004 0.000
H -1.614042 -6.205037 -1.034998 -0.040 0.040 -0.066 0.000
H 4.416826 -4.541759 0.300634 0.015 -0.004 -0.074 0.000
H 4.595175 -3.689352 -1.247840 -0.002 -0.055 0.047 0.000
H 5.080037 -5.382181 -1.108492 -0.025 0.035 0.016 0.000
H 2.683919 -6.431717 0.508842 0.004 -0.015 -0.062 0.000
H 3.489133 -7.189540 -0.879544 -0.049 0.024 0.012 0.000
H 1.742044 -6.917896 -0.906971 0.060 0.019 0.033 0.000
H 3.117169 -4.264556 -3.197835 -0.021 -0.069 0.018 0.000
H 1.937422 -5.578278 -3.086964 0.074 0.021 0.022 0.000
H 3.671329 -5.947683 -3.076742 -0.061 0.054 0.023 0.000
H 2.236202 1.025680 2.670536 0.039 0.007 0.082 0.002
H 0.603296 1.381027 3.263945 -0.003 -0.036 0.000 0.000
H 3.133207 2.301877 0.995518 -0.115 0.013 -0.001 0.000
H 0.746750 5.350103 -0.761982 0.059 -0.126 0.088 0.000
H -0.566178 6.700022 0.123322 -0.059 0.000 -0.036 0.000
H -2.285765 6.738425 -0.270011 0.012 -0.015 -0.006 0.000
H -1.151027 5.979808 -1.393036 -0.041 0.049 0.083 0.000
H -1.197172 5.667447 2.338922 -0.063 -0.029 -0.017 0.000
H -2.208141 4.210638 2.400184 0.024 0.013 -0.009 0.000
H -2.905759 5.754757 1.866994 0.062 -0.057 -0.014 0.000
H -2.469249 3.569555 -1.202756 -0.065 0.024 0.052 0.000
H -3.537187 4.867629 -0.638829 0.044 -0.046 0.047 0.000
H -3.312544 3.440508 0.361064 -0.032 -0.233 0.021 0.000
H 2.622378 6.549815 -0.601065 0.055 -0.039 0.030 0.000
H 4.372043 6.355888 -0.778424 -0.072 -0.021 0.024 0.000
H 3.586613 5.981875 0.769188 0.006 0.016 -0.054 0.000
H 2.141900 4.970833 -2.556519 0.052 -0.032 0.000 0.000
H 2.961580 3.404525 -2.634643 0.001 0.054 0.002 0.000
H 3.894206 4.904877 -2.809088 -0.052 -0.032 0.021 0.000
H 4.838217 3.770457 0.598375 -0.004 -0.035 -0.063 0.000
H 5.401631 4.151445 -1.033269 -0.022 -0.025 0.042 0.000
H 4.504901 2.656093 -0.744909 0.014 0.061 0.016 0.000
O -3.384264 0.439039 0.671084 -0.164 0.352 -0.138 0.014
C -3.786488 0.503176 -0.680936 0.121 0.037 -0.003 0.001
C -2.629706 0.635484 -1.647636 0.075 -0.092 0.117 0.001
C -2.830705 0.534730 -3.017821 -0.064 0.015 -0.119 0.001
C -1.740597 0.642182 -3.860000 0.029 -0.016 0.002 0.000
C -0.482196 0.867335 -3.312602 -0.021 0.021 -0.014 0.001
C -0.375530 0.967113 -1.939445 -0.151 0.130 -0.006 0.001
N -1.430391 0.843052 -1.124090 0.322 -0.135 -0.019 0.021
H -2.989889 1.294455 0.932364 -0.261 0.287 -0.065 0.000
H -4.469507 1.340107 -0.846311 -0.081 0.059 0.024 0.001
H -4.327531 -0.415568 -0.901316 -0.040 -0.063 0.048 0.000
H -3.827636 0.358333 -3.407623 0.067 0.010 0.019 0.000
H -1.863266 0.546383 -4.931944 -0.008 0.017 0.031 0.000
H 0.396694 0.966574 -3.936371 -0.044 -0.007 0.031 0.000
H 0.576492 1.186727 -1.466986 -0.023 -0.047 0.028 0.000
```
Positions in Å, forces in eV/Å.